A molecular structure, C29H46N2O3S5Si4Sr. Source: OMol25; level of theory: ωB97M-V/def2-TZVPD.

```
90
Properties=species:S:1:pos:R:3:forces:R:3
Sr 0.91313 1.34241 2.55803 0.1 0.0 -0.9
S -4.11935 7.29471 1.74986 0.0 0.0 0.0
C -3.03187 6.03465 1.87761 0.0 0.0 0.1
S -3.36505 4.42381 1.40273 0.0 0.1 0.1
C -1.83358 3.67469 1.82435 0.0 0.0 0.0
C -0.92392 4.51246 2.38672 0.0 -0.1 0.0
S 0.68806 4.20193 2.98462 0.1 0.2 -0.1
S -1.46565 6.17474 2.55396 0.0 0.0 -0.1
S -1.70099 1.96947 1.45484 -0.2 0.2 -0.1
O 5.29230 -4.35108 -1.37228 0.0 -0.1 0.0
C 5.12628 -4.58047 -0.02361 0.1 -0.1 0.0
O 5.58732 -5.61134 0.42418 0.0 0.1 -0.1
C 4.40869 -3.56698 0.73244 0.0 0.0 0.0
C 3.96516 -2.33188 0.20912 0.0 0.0 -0.1
C 3.27398 -1.43086 0.96541 0.0 0.0 0.0
C 2.96932 -1.65887 2.34998 0.0 0.0 0.0
C 3.42518 -2.92302 2.86684 0.0 0.0 0.0
C 4.10423 -3.81606 2.08364 0.0 0.0 0.0
N 2.31122 -0.73653 3.03679 0.1 0.0 0.0
C 2.19693 -0.89017 4.43527 0.0 0.0 0.0
C 1.22156 -0.29211 5.18446 0.0 -0.1 0.0
C 1.23138 -0.36422 6.63592 0.0 -0.1 0.0
C 0.24051 0.19371 7.36222 0.0 0.0 0.1
C -0.83154 0.88279 6.71709 -0.1 0.0 0.0
C -0.77902 0.96183 5.35345 0.0 0.0 0.0
N 0.18238 0.42707 4.58020 -0.2 -0.3 0.7
H 4.81680 -3.54842 -1.61091 0.0 0.0 0.0
H 4.17505 -2.04665 -0.81942 0.0 0.0 0.0
H 2.94453 -0.49987 0.52298 0.0 0.1 -0.1
H 3.18495 -3.18539 3.88669 0.0 0.0 0.0
H 4.41632 -4.76863 2.49464 0.0 0.0 0.0
H 2.97120 -1.44246 4.96037 0.0 0.1 0.0
H 2.05606 -0.87878 7.11551 0.0 0.0 0.0
H 0.26589 0.12930 8.44555 0.0 0.0 0.0
H -1.63439 1.34425 7.27274 0.0 0.0 0.0
H -1.55275 1.49659 4.80731 0.0 0.0 0.0
C 0.00816 -2.80938 -0.08850 0.0 0.1 0.1
C -0.91165 -1.66166 0.30729 -0.1 0.0 -0.1
C -0.93083 -1.49631 1.81866 0.0 0.1 -0.1
C -2.33975 -1.89386 -0.15957 0.0 -0.1 0.1
O -0.41089 -0.43512 -0.27082 0.2 0.0 0.0
H -0.28748 -3.71974 0.43658 0.0 0.0 0.0
H 1.03758 -2.57726 0.18612 0.0 0.0 0.0
H -0.03030 -3.00794 -1.15817 0.0 0.0 0.0
H -1.40234 -2.36673 2.27757 0.0 0.0 0.0
H -1.51281 -0.61474 2.08846 0.0 0.0 0.1
H 0.07316 -1.40923 2.23329 0.1 0.0 0.0
H -2.71057 -2.84032 0.23798 0.0 0.0 0.0
H -2.41241 -1.93157 -1.24782 0.0 0.0 -0.1
H -2.97687 -1.09301 0.20781 0.1 -0.1 0.0
C -4.45440 0.35921 -1.07150 0.0 0.1 0.0
Si -3.04613 1.05868 -2.09973 0.1 0.2 -0.1
C -3.16496 2.93011 -1.97245 0.0 -0.1 0.0
C -3.47972 0.67766 -3.90781 0.0 0.0 0.1
Si -0.80817 0.29007 -1.73339 -0.1 0.0 0.1
Si -0.20586 -1.22142 -3.49024 0.0 0.0 0.0
C -1.27812 -2.78063 -3.61109 0.0 0.0 0.0
C -0.28159 -0.53228 -5.25189 0.0 0.0 0.1
C 1.58927 -1.74710 -3.21160 0.0 0.0 0.0
Si 0.56770 2.19022 -2.04315 0.0 0.1 0.0
C 2.40462 1.83784 -1.78989 0.0 -0.1 0.0
C 0.37965 2.65880 -3.87091 0.0 0.0 0.1
C 0.17721 3.73249 -1.05853 0.0 0.0 0.0
H -5.36661 0.88324 -1.37157 0.0 0.0 0.0
H -4.28576 0.54664 -0.01162 0.0 0.1 0.1
H -4.60941 -0.70822 -1.22256 0.0 0.0 0.0
H -4.17823 3.24493 -2.23349 -0.1 0.0 0.0
H -2.47286 3.43477 -2.64742 0.0 0.0 0.0
H -2.96000 3.26476 -0.95618 0.0 0.0 -0.1
H -4.49701 1.02008 -4.11333 0.0 0.0 0.0
H -3.42845 -0.38494 -4.14471 0.0 -0.1 0.0
H -2.81208 1.20527 -4.58904 0.1 0.0 -0.1
H -2.32061 -2.52920 -3.81023 -0.1 0.0 0.0
H -1.25252 -3.40436 -2.72029 0.0 0.0 0.0
H -0.91378 -3.38136 -4.44889 0.0 0.0 0.0
H -1.27371 -0.17838 -5.52279 -0.1 0.0 0.0
H -0.01779 -1.34132 -5.93884 0.0 0.0 0.0
H 0.42228 0.28046 -5.41393 0.0 0.0 0.0
H 1.88409 -1.62341 -2.17059 0.0 0.0 0.1
H 2.25684 -1.13943 -3.82646 0.0 0.0 0.0
H 1.74747 -2.79541 -3.47531 0.0 0.0 0.0
H 2.71206 0.87130 -2.18963 0.0 0.0 0.0
H 2.68870 1.86496 -0.73753 0.0 0.0 0.1
H 2.97714 2.61855 -2.29865 0.0 0.0 0.0
H 0.96844 2.00281 -4.50935 0.1 0.0 0.0
H 0.73871 3.67935 -4.02076 0.0 0.1 0.0
H -0.65461 2.61631 -4.21343 -0.1 0.0 0.0
H 0.30200 3.61357 0.01598 0.0 -0.1 0.1
H -0.84084 4.08065 -1.21312 -0.1 0.0 0.0
H 0.86373 4.52098 -1.38230 0.0 0.0 0.0
```
Positions in Å, forces in eV/Å.

Orbital gap   4.469 eV
Relative energy (zero: lowest compared OMol25 entry of this formula, charge and spin)   0.00 kJ/mol
Net charge   -2

---

2 unconnected molecules or ions with the total composition C4H12 in a non-equilibrium geometry. Source: OMol25; level of theory: ωB97M-V/def2-TZVPD.

```
16
Properties=species:S:1:pos:R:3:forces:R:3
C -1.11525 -2.17924 -0.00903 0.3 -2.4 -2.8
C -1.07616 -1.74107 -1.58373 -3.4 -2.4 3.8
H -2.11450 -2.58143 0.31473 1.0 0.4 -0.6
H -0.35515 -3.05460 0.04378 -1.1 1.8 0.7
H -0.92153 -1.30964 0.54874 0.7 0.8 1.2
H -1.98682 -1.19781 -1.72278 -0.7 0.3 -0.6
H -1.08662 -2.65604 -2.12779 0.2 -0.3 -0.9
H -0.31886 -1.11159 -1.77349 3.1 1.9 -0.8
C 1.02803 1.89007 0.04338 -2.1 1.6 0.7
C 1.25182 2.06772 1.54973 -1.1 -2.6 -1.4
H -0.02527 1.82558 -0.34828 0.8 0.3 1.1
H 1.52186 2.56342 -0.64396 0.9 -0.1 -0.7
H 1.53232 0.89464 -0.09872 1.0 -0.4 0.2
H 1.03158 3.15145 1.74335 -0.4 1.1 -0.5
H 2.20570 1.81047 1.94205 0.8 0.0 0.2
H 0.42886 1.62807 2.12202 0.0 0.1 0.5
```
Positions in Å, forces in eV/Å.

Orbital gap (alpha / beta)   10.675 / 2.358 eV
⟨S²⟩   0.753
Multiplicity   2
Relative energy (zero: lowest compared OMol25 entry of this formula, charge and spin)   124.82 kJ/mol
Net charge   +1

---

A molecular structure, C29H39As3N4NaO2. Source: OMol25; level of theory: ωB97M-V/def2-TZVPD.

```
78
Properties=species:S:1:pos:R:3:forces:R:3
Na 1.94505 1.28603 0.48816 0.2 -0.2 0.2
O 2.59453 0.97190 -3.65489 0.0 0.0 0.0
C 2.81414 1.19741 -2.44561 0.0 0.0 0.1
N 2.29633 2.05709 -1.59370 -0.1 0.0 -0.2
C 1.38644 3.05551 -1.96555 0.0 -0.1 0.1
C 1.11634 3.41531 -3.29076 0.1 0.0 0.0
C 0.28272 4.48031 -3.60357 0.0 0.1 0.0
C -0.30515 5.21512 -2.58777 0.0 0.0 -0.1
C -0.08585 4.85878 -1.26441 0.0 0.1 0.1
C 0.72750 3.77606 -0.91537 0.0 -0.2 0.0
N 0.90821 3.30620 0.39889 -0.1 0.2 -0.1
C 0.11263 3.65957 1.38633 0.0 0.0 -0.1
O -0.86007 4.44750 1.43650 0.0 0.0 0.0
C 0.39734 2.92452 2.70744 0.0 0.0 0.0
C -0.22323 3.40591 3.86191 0.0 0.0 -0.1
C -0.05069 2.74197 5.05789 0.0 0.0 0.0
C 0.72965 1.59203 5.08152 0.0 0.0 0.0
C 1.30593 1.18123 3.89447 0.0 0.0 0.0
N 1.15892 1.82454 2.73654 0.0 0.0 -0.1
C 3.91755 0.32950 -1.81392 -0.1 0.1 0.0
C 4.78443 -0.34710 -2.67311 0.0 0.0 0.0
C 5.81374 -1.10157 -2.14797 0.0 0.0 0.0
C 5.94831 -1.18456 -0.76761 0.0 0.0 0.0
C 5.02943 -0.50403 0.01115 0.0 0.0 0.0
N 4.04147 0.23845 -0.48368 -0.1 0.0 0.0
H 1.58433 2.83909 -4.07348 0.0 0.0 0.0
H 0.10236 4.73250 -4.64290 0.0 0.0 0.0
H -0.95076 6.05562 -2.81753 0.0 0.0 0.0
H -0.56849 5.40406 -0.46932 0.0 0.0 0.0
H -0.84023 4.28733 3.76302 0.0 0.0 0.0
H -0.52504 3.10577 5.96175 0.0 0.0 0.0
H 0.88362 1.02729 5.99124 0.0 0.0 0.0
H 1.91834 0.28490 3.86351 0.0 0.0 0.0
H 4.61077 -0.24910 -3.73514 0.0 0.0 0.0
H 6.50521 -1.62174 -2.80031 0.0 0.0 0.0
H 6.73717 -1.76395 -0.30665 0.0 0.0 0.0
H 5.08759 -0.55383 1.09495 0.0 0.0 0.0
C -2.08837 2.10134 -1.13034 0.0 0.1 0.0
As -1.15327 0.70641 -0.13801 0.1 0.0 0.0
C -2.21430 0.90203 1.50825 0.0 0.0 0.0
C -2.09425 -0.79238 -1.03524 0.0 0.0 0.0
C -1.73453 -2.23646 -0.65850 0.0 0.0 0.0
C -2.53723 -3.17877 -1.56583 0.0 0.0 0.0
C -0.24646 -2.54177 -0.94991 0.0 0.0 0.0
As 1.20662 -2.04329 0.30662 -0.1 0.0 0.0
C 1.08824 -3.57766 1.53792 0.0 0.0 0.0
C 2.58260 -2.85437 -0.83075 0.0 0.0 0.0
C -2.01311 -2.52802 0.82230 0.0 0.0 0.0
As -3.78874 -2.59307 1.69714 0.0 0.1 0.1
C -5.06813 -1.63290 0.55760 0.0 0.0 0.0
C -4.34071 -4.39485 1.13859 -0.1 0.0 0.0
H -3.14828 1.85775 -1.23986 0.0 0.0 0.0
H -1.63150 2.24177 -2.11003 0.0 0.0 0.0
H -1.98226 3.03400 -0.57675 0.0 0.0 0.0
H -3.27458 0.70005 1.34927 0.0 0.0 0.0
H -2.10235 1.94451 1.81272 0.0 0.0 0.0
H -1.83885 0.26876 2.31232 0.0 0.0 0.0
H -1.85115 -0.64212 -2.09324 0.0 0.0 0.0
H -3.17234 -0.63720 -0.93893 0.1 0.0 0.0
H -2.22554 -3.04853 -2.60432 0.0 0.0 0.0
H -3.60647 -2.97550 -1.51250 0.0 0.0 0.0
H -2.37085 -4.22381 -1.29122 0.0 0.0 0.0
H 0.03057 -2.07342 -1.90029 0.0 0.0 0.0
H -0.12693 -3.62293 -1.08290 0.0 0.0 0.0
H 0.81002 -4.48743 1.00213 0.0 0.0 0.0
H 0.37023 -3.38881 2.33411 0.0 0.0 0.0
H 2.07311 -3.71673 1.98630 0.0 0.0 0.0
H 2.27860 -3.85520 -1.14427 0.0 0.0 0.0
H 3.51971 -2.91572 -0.27832 0.0 0.0 0.0
H 2.74541 -2.23236 -1.71009 0.0 0.0 0.0
H -1.43690 -1.82471 1.42992 0.0 0.0 0.0
H -1.62277 -3.52339 1.06541 0.0 0.0 0.0
H -4.90551 -0.55897 0.60010 0.0 0.0 0.0
H -6.05365 -1.84511 0.97534 0.0 0.0 0.0
H -5.04923 -1.96009 -0.47968 0.0 0.0 0.0
H -3.61729 -5.12871 1.49356 0.0 0.0 0.0
H -4.43711 -4.48332 0.05748 0.0 0.0 0.0
H -5.30299 -4.61463 1.60194 0.0 0.0 0.0
```
Positions in Å, forces in eV/Å.

Orbital gap   5.497 eV
Net charge   -1